{"formula": "C80H65N3O12", "method": "ωB97M-V with the def2-TZVPD basis set", "elements": ["O", "C", "C", "C", "C", "C", "C", "C", "C", "O", "C", "C", "C", "C", "C", "C", "H", "H", "H", "H", "H", "H", "H", "H", "O", "C", "C", "C", "C", "C", "C", "C", "C", "O", "C", "C", "C", "C", "C", "C", "H", "H", "H", "H", "H", "H", "H", "H", "O", "C", "C", "C", "C", "C", "C", "C", "C", "O", "C", "C", "C", "C", "C", "C", "H", "H", "H", "H", "H", "H", "H", "H", "O", "C", "C", "C", "C", "C", "C", "C", "C", "O", "C", "C", "C", "C", "C", "C", "H", "H", "H", "H", "H", "H", "H", "H", "O", "C", "C", "C", "C", "C", "C", "C", "C", "O", "C", "C", "C", "C", "C", "C", "H", "H", "H", "H", "H", "H", "H", "H", "C", "C", "N", "C", "C", "C", "C", "H", "H", "H", "H", "H", "H", "H", "H", "H", "H", "H", "H", "H", "H", "H", "C", "C", "N", "O", "H", "H", "H", "H", "H", "C", "C", "N", "O", "H", "H", "H", "H", "H"], "coordinates": [[4.746, 1.885, -6.608], [3.768, 2.289, -6.023], [3.722, 3.667, -5.470], [4.757, 4.537, -5.762], [4.712, 5.871, -5.375], [3.622, 6.347, -4.662], [2.617, 5.462, -4.290], [2.641, 4.153, -4.722], [1.472, 3.251, -4.427], [0.546, 3.635, -3.747], [1.491, 1.898, -5.041], [0.428, 1.020, -4.827], [0.352, -0.156, -5.547], [1.373, -0.571, -6.411], [2.458, 0.274, -6.552], [2.522, 1.487, -5.883], [5.572, 4.176, -6.378], [5.582, 6.481, -5.583], [3.606, 7.368, -4.304], [1.827, 5.807, -3.634], [-0.438, 1.331, -4.258], [-0.555, -0.739, -5.429], [1.315, -1.588, -6.773], [3.305, -0.038, -7.150], [-5.884, 7.293, 3.353], [-6.356, 6.178, 3.325], [-7.661, 5.865, 3.972], [-8.324, 6.824, 4.704], [-9.554, 6.546, 5.287], [-10.108, 5.286, 5.125], [-9.368, 4.278, 4.533], [-8.153, 4.556, 3.928], [-7.594, 3.485, 3.056], [-8.016, 2.358, 2.988], [-6.371, 3.882, 2.268], [-5.783, 2.915, 1.449], [-4.654, 3.250, 0.715], [-4.024, 4.479, 0.916], [-4.591, 5.419, 1.767], [-5.723, 5.093, 2.515], [-7.857, 7.794, 4.818], [-10.155, 7.332, 5.725], [-11.114, 5.093, 5.474], [-9.822, 3.298, 4.470], [-6.289, 1.972, 1.299], [-4.268, 2.565, -0.030], [-3.176, 4.736, 0.295], [-4.149, 6.405, 1.780], [7.365, -3.828, 4.206], [6.412, -3.083, 4.188], [6.014, -2.353, 2.950], [6.838, -2.444, 1.827], [6.482, -1.828, 0.647], [5.381, -0.974, 0.638], [4.555, -0.869, 1.739], [4.841, -1.612, 2.880], [3.988, -1.394, 4.092], [2.981, -0.723, 4.042], [4.502, -1.947, 5.372], [3.859, -1.638, 6.559], [4.221, -2.239, 7.750], [5.242, -3.170, 7.764], [5.917, -3.472, 6.578], [5.564, -2.856, 5.396], [7.745, -3.019, 1.961], [7.113, -1.904, -0.228], [5.221, -0.287, -0.186], [3.740, -0.159, 1.786], [3.044, -0.924, 6.516], [3.716, -2.060, 8.691], [5.557, -3.704, 8.651], [6.762, -4.146, 6.618], [3.261, -7.034, -7.255], [2.297, -6.892, -6.536], [1.349, -8.005, -6.255], [1.605, -9.267, -6.768], [0.752, -10.329, -6.497], [-0.349, -10.116, -5.666], [-0.609, -8.859, -5.160], [0.219, -7.790, -5.462], [-0.054, -6.473, -4.832], [-1.076, -6.271, -4.215], [1.007, -5.422, -4.945], [0.905, -4.323, -4.102], [1.895, -3.358, -4.157], [2.960, -3.510, -5.055], [3.051, -4.622, -5.868], [2.074, -5.606, -5.816], [2.436, -9.433, -7.441], [1.038, -11.298, -6.883], [-1.004, -10.948, -5.444], [-1.474, -8.759, -4.519], [0.036, -4.295, -3.460], [1.887, -2.445, -3.574], [3.630, -2.665, -5.154], [3.919, -4.732, -6.506], [-6.494, 0.344, 5.312], [-5.424, 0.904, 5.326], [-4.245, 0.410, 4.553], [-4.389, -0.805, 3.892], [-3.383, -1.278, 3.055], [-2.206, -0.562, 2.902], [-2.107, 0.692, 3.482], [-3.106, 1.171, 4.309], [-2.957, 2.515, 4.928], [-1.988, 3.203, 4.692], [-4.017, 2.942, 5.870], [-3.778, 4.025, 6.694], [-4.739, 4.512, 7.573], [-5.926, 3.800, 7.677], [-6.171, 2.690, 6.889], [-5.193, 2.201, 6.036], [-5.343, -1.313, 3.858], [-3.589, -2.227, 2.573], [-1.434, -0.927, 2.235], [-1.216, 1.293, 3.350], [-2.791, 4.472, 6.646], [-4.541, 5.427, 8.111], [-6.645, 4.205, 8.383], [-7.079, 2.107, 6.985], [0.485, 2.598, 0.266], [0.707, 1.397, -0.627], [-0.296, 0.363, -0.453], [0.084, -0.895, -1.121], [1.467, -1.351, -0.734], [-1.578, 0.820, -1.030], [-2.738, -0.103, -0.664], [1.257, 3.350, 0.117], [0.387, 2.260, 1.298], [-0.475, 3.077, 0.063], [0.824, 1.658, -1.705], [1.742, 1.068, -0.492], [-0.650, -1.611, -0.755], [0.048, -0.809, -2.218], [2.191, -0.753, -1.300], [1.760, -1.290, 0.312], [1.710, -2.339, -1.141], [-1.420, 1.099, -2.083], [-1.816, 1.754, -0.517], [-2.556, -1.140, -0.940], [-3.679, 0.313, -1.007], [-2.671, -0.149, 0.426], [4.351, 3.193, -1.029], [5.386, 2.587, -1.944], [5.793, 3.454, -2.924], [5.796, 1.447, -1.885], [3.500, 3.756, -1.416], [4.870, 3.789, -0.274], [3.821, 2.389, -0.507], [5.412, 4.384, -2.928], [6.162, 3.096, -3.788], [2.187, -5.648, -0.942], [0.701, -5.871, -1.061], [-0.110, -4.793, -0.848], [0.212, -6.962, -1.251], [2.515, -5.064, -1.807], [2.761, -6.563, -0.877], [2.367, -5.058, -0.040], [0.066, -3.853, -0.540], [-1.073, -5.062, -0.708]], "energy_ha": -4154.7952, "charge": 0, "smiles": "O=C1c2ccccc2C(=O)c2ccccc21.O=C1c2ccccc2C(=O)c2ccccc21.O=C1c2ccccc2C(=O)c2ccccc21.O=C1c2ccccc2C(=O)c2ccccc21.O=C1c2ccccc2C(=O)c2ccccc21.CCN(CC)CC.CC(N)=O.CC(N)=O", "spin_multiplicity": 1}

{"formula": "C15H8HgN3O5", "method": "ωB97M-V with the def2-TZVPD basis set", "elements": ["O", "C", "Hg", "O", "C", "C", "O", "C", "O", "C", "O", "H", "N", "C", "C", "C", "C", "C", "C", "C", "N", "C", "C", "N", "C", "H", "H", "H", "H", "H", "H", "H"], "coordinates": [[-3.027, 0.724, -6.715], [-2.406, 0.934, -5.801], [1.699, -0.066, -2.848], [-2.593, -0.163, -2.899], [-1.513, -0.383, -3.115], [4.604, 1.123, -5.411], [5.535, 1.759, -5.600], [-0.632, 2.559, -3.652], [-1.526, 3.274, -3.649], [0.857, -2.564, -3.516], [0.220, -3.456, -3.843], [0.644, -0.211, -4.241], [-2.415, -2.539, 6.655], [-1.982, -1.994, 5.712], [-1.415, -1.329, 4.563], [-1.700, -1.738, 3.301], [-1.071, -1.170, 2.159], [-0.117, -0.135, 2.426], [0.145, 0.331, 3.697], [-0.493, -0.262, 4.788], [0.599, 0.420, 1.330], [1.451, 1.539, 1.394], [1.966, 1.709, 0.162], [1.495, 0.726, -0.708], [0.590, 0.008, 0.034], [-2.402, -2.550, 3.127], [-1.302, -1.502, 1.145], [0.862, 1.147, 3.848], [-0.249, 0.077, 5.765], [1.649, 2.033, 2.352], [2.602, 2.525, -0.158], [-0.073, -0.826, -0.301]], "e_above_lowest_kcal_mol": 0.0, "charge": 1, "spin_multiplicity": 1}

{"formula": "C4H4O4", "method": "ωB97M-V with the def2-TZVPD basis set", "elements": ["C", "C", "C", "C", "O", "O", "O", "O", "H", "H", "H", "H"], "coordinates": [[-0.201, 1.652, -0.296], [-0.949, -0.182, -0.157], [0.737, -0.245, 0.483], [1.619, -1.026, -0.203], [0.941, 1.387, 0.163], [-1.790, -0.130, 0.921], [-0.865, 2.528, -0.728], [-1.249, -0.722, -1.194], [-2.647, -0.492, 0.640], [0.570, -0.178, 1.551], [2.517, -0.592, -0.621], [1.317, -2.001, -0.559]], "e_above_lowest_kcal_mol": 122.0, "charge": 0, "spin_multiplicity": 1}

{"formula": "C2H5O2P", "method": "ωB97M-V with the def2-TZVPD basis set", "elements": ["C", "C", "O", "O", "P", "H", "H", "H", "H", "H"], "coordinates": [[0.338, 1.066, 0.037], [-0.828, 0.119, 0.361], [-0.068, -2.090, -1.447], [1.120, 0.160, -0.773], [0.270, -1.178, -0.368], [0.081, 1.947, -0.551], [0.909, 1.366, 0.918], [-1.112, 0.051, 1.406], [-1.703, 0.303, -0.260], [0.995, -1.744, 0.676]], "s2": 2.011, "e_above_lowest_kcal_mol": 40.9, "charge": 0, "spin_multiplicity": 3}

{"formula": "C6H15NO3", "method": "ωB97M-V with the def2-TZVPD basis set", "elements": ["C", "C", "C", "O", "C", "C", "O", "O", "H", "H", "H", "H", "H", "H", "H", "H", "H", "H", "H", "H", "C", "N", "H", "H", "H"], "coordinates": [[1.779, -0.517, -0.512], [0.413, -0.983, -1.021], [0.200, -2.465, -0.740], [0.349, -0.830, -2.439], [-0.738, -0.088, -0.453], [-0.881, -0.255, 1.216], [-1.965, -0.561, -0.931], [-0.504, 1.197, -0.851], [1.892, 0.554, -0.678], [1.897, -0.735, 0.548], [2.556, -1.049, -1.061], [0.949, -3.035, -1.287], [-0.784, -2.774, -1.087], [0.291, -2.676, 0.323], [0.386, 0.124, -2.612], [-1.225, -1.283, 1.292], [-1.700, 0.373, 1.562], [0.042, -0.209, 1.787], [-2.005, -0.329, -1.870], [-0.737, 1.979, -0.090], [0.295, 2.492, 1.870], [-0.679, 2.864, 1.152], [1.085, 1.933, 1.387], [0.475, 2.840, 2.889], [-1.391, 3.432, 1.605]], "e_above_lowest_kcal_mol": 43.5, "charge": 0, "smiles": "CC(C)(O)C(C)(O)O.C=N", "spin_multiplicity": 1}

{"formula": "C4H12N2O3S", "method": "ωB97M-V with the def2-TZVPD basis set", "elements": ["C", "C", "C", "C", "N", "N", "S", "O", "O", "H", "H", "H", "H", "H", "H", "H", "H", "H", "H", "O", "H", "H"], "coordinates": [[-1.596, 0.972, 0.850], [-1.021, -0.080, -0.036], [-1.235, 0.066, -1.563], [-1.280, -1.568, 0.342], [0.418, 0.181, 0.203], [0.850, -0.254, 1.631], [1.567, -0.973, 0.310], [2.782, -0.454, -0.131], [1.332, -2.385, 0.071], [-1.377, 0.640, 1.924], [-1.133, 1.963, 0.842], [-2.673, 0.876, 0.580], [-1.109, 1.142, -1.911], [-2.317, -0.103, -1.691], [-0.695, -0.671, -2.069], [-0.739, -2.143, -0.353], [-0.904, -1.809, 1.331], [-2.445, -1.689, 0.263], [1.274, 0.520, 2.040], [3.345, 2.246, -0.648], [3.574, 1.305, -0.394], [3.384, 2.216, -1.591]], "e_above_lowest_kcal_mol": 61.9, "charge": 0, "smiles": "CC(C)(C)N1NS1(=O)=O.O", "spin_multiplicity": 1}

{"formula": "C19H20ClN5O2", "method": "ωB97M-V with the def2-TZVPD basis set", "elements": ["C", "O", "C", "C", "C", "C", "C", "C", "N", "N", "N", "C", "C", "O", "N", "C", "C", "C", "C", "C", "C", "Cl", "C", "C", "C", "N", "C", "H", "H", "H", "H", "H", "H", "H", "H", "H", "H", "H", "H", "H", "H", "H", "H", "H", "H", "H", "H"], "coordinates": [[-6.158, -1.389, 1.825], [-4.908, -0.756, 1.703], [-4.598, -0.146, 0.527], [-5.438, -0.069, -0.579], [-5.004, 0.581, -1.722], [-3.749, 1.155, -1.781], [-2.908, 1.089, -0.677], [-1.522, 1.685, -0.736], [-0.518, 0.653, -0.777], [-0.077, 0.153, -1.949], [0.792, -0.745, -1.720], [0.952, -0.892, -0.383], [2.016, -1.619, 0.289], [2.120, -1.617, 1.511], [2.901, -2.230, -0.543], [4.266, -2.420, -0.120], [5.141, -1.205, -0.510], [4.390, 0.054, -0.179], [3.686, 0.732, -1.166], [2.840, 1.780, -0.851], [2.692, 2.143, 0.476], [1.557, 3.386, 0.896], [3.420, 1.518, 1.474], [4.267, 0.479, 1.139], [0.102, 0.025, 0.246], [-0.096, 0.219, 1.573], [-3.333, 0.438, 0.468], [-6.275, -2.192, 1.090], [-6.982, -0.677, 1.722], [-6.175, -1.816, 2.827], [-6.422, -0.509, -0.564], [-5.659, 0.633, -2.579], [-3.419, 1.650, -2.682], [-1.334, 2.319, 0.136], [-1.406, 2.277, -1.646], [2.733, -2.080, -1.528], [4.236, -2.525, 0.967], [4.668, -3.335, -0.562], [5.353, -1.239, -1.580], [6.083, -1.257, 0.036], [3.771, 0.425, -2.198], [2.277, 2.280, -1.623], [3.305, 1.823, 2.502], [4.812, -0.031, 1.920], [-0.319, 1.156, 1.875], [0.614, -0.262, 2.118], [-2.696, 0.355, 1.334]], "e_above_lowest_kcal_mol": 0.0, "charge": 0, "smiles": "COc1cccc(Cn2nnc(C(=O)NCCc3ccc(Cl)cc3)c2N)c1", "spin_multiplicity": 1}

{"formula": "C23H27N5OPtS2", "method": "ωB97M-V with the def2-TZVPD basis set", "elements": ["Pt", "N", "C", "C", "C", "C", "C", "C", "N", "C", "C", "C", "S", "C", "N", "H", "H", "H", "H", "H", "H", "H", "C", "C", "N", "C", "S", "N", "C", "C", "H", "H", "H", "H", "H", "H", "H", "H", "H", "H", "H", "H", "C", "O", "H", "H", "H", "C", "C", "C", "C", "C", "C", "C", "H", "H", "H", "H", "H"], "coordinates": [[2.183, -0.164, 0.297], [1.635, 2.498, 3.692], [0.760, 1.607, 4.294], [0.138, 1.605, 5.527], [-0.732, 0.541, 5.812], [-0.949, -0.463, 4.871], [-0.315, -0.461, 3.627], [0.559, 0.584, 3.329], [1.280, 0.840, 2.203], [1.956, 1.987, 2.436], [2.842, 2.553, 1.526], [3.479, 3.808, 1.514], [4.412, 3.951, 0.052], [3.921, 2.349, -0.417], [3.146, 1.754, 0.414], [2.105, 3.265, 4.130], [0.320, 2.393, 6.250], [-1.237, 0.505, 6.771], [-1.629, -1.271, 5.115], [-0.482, -1.251, 2.904], [3.315, 4.662, 2.152], [4.237, 1.914, -1.355], [-2.724, -1.942, -1.422], [-2.546, -0.804, -2.426], [-1.154, -0.415, -2.627], [-0.661, 0.732, -1.889], [1.158, 0.866, -2.166], [-1.427, 1.924, -2.298], [-1.343, 2.248, -3.720], [-2.118, 3.529, -4.007], [-3.782, -2.101, -1.183], [-2.181, -1.720, -0.499], [-2.320, -2.876, -1.823], [-3.100, 0.081, -2.110], [-2.969, -1.115, -3.391], [-0.509, -1.176, -2.466], [-0.988, 2.679, -1.782], [-1.768, 1.413, -4.277], [-0.297, 2.348, -4.033], [-3.124, 3.467, -3.580], [-2.207, 3.696, -5.085], [-1.615, 4.396, -3.567], [-2.013, 0.994, 0.192], [-0.830, 0.577, -0.464], [-1.800, 0.888, 1.258], [-2.886, 0.375, -0.057], [-2.273, 2.034, -0.013], [2.057, -1.939, -0.040], [1.642, -3.176, -0.510], [2.502, -4.033, -1.275], [2.074, -5.265, -1.718], [0.777, -5.737, -1.446], [-0.086, -4.912, -0.702], [0.318, -3.678, -0.247], [3.501, -3.679, -1.501], [2.755, -5.885, -2.293], [0.447, -6.705, -1.806], [-1.096, -5.249, -0.490], [-0.356, -3.047, 0.322]], "energy_ha": -2157.2198, "s2": 2.057, "charge": -2, "spin_multiplicity": 3}